Record 1
64
Properties=species:S:1:pos:R:3:lowdin_charge:R:1 method="wB97M-V/def2-TZVPD" energy_ha=-2352.37502 total_charge=+1 lumo_ev=-3.4 e_homo_ev=-11.44 spin_multiplicity=1
C 1.65 2.91 -0.90 -0.095
C 0.32 2.40 -1.49 -0.170
C -0.41 1.60 -0.39 -0.277
C -0.28 0.09 -0.58 -0.044
N -1.81 2.09 -0.18 0.030
C -1.98 3.19 0.64 0.097
C -3.28 3.43 0.63 -0.265
O -3.83 4.44 1.32 0.145
N -3.91 2.50 -0.17 0.157
C -5.33 2.43 -0.41 -0.436
F -5.71 1.16 -0.30 0.189
F -5.98 3.13 0.49 0.210
C -5.76 2.94 -1.84 -0.557
F -4.78 2.83 -2.72 0.163
F -6.82 2.28 -2.23 0.219
F -6.09 4.23 -1.74 0.189
C -2.94 1.68 -0.68 -0.208
P -3.16 0.25 -1.83 0.823
O -3.44 -0.95 -1.02 -0.390
H 2.01 2.21 -0.15 0.073
H 1.49 3.85 -0.36 0.078
H 2.44 2.98 -1.64 0.053
H -0.25 3.28 -1.79 0.110
H 0.56 1.76 -2.33 0.110
H 0.11 1.85 0.52 0.133
H -1.17 -0.45 -0.26 0.063
H 0.60 -0.29 -0.09 0.075
H -0.13 -0.11 -1.64 0.068
H -1.21 3.71 1.16 0.165
H -4.39 4.97 0.74 0.138
H -1.98 0.10 -2.56 0.049
H -4.21 0.51 -2.73 0.038
C -2.09 -4.20 -1.40 -0.680
O -1.33 -3.42 -1.96 -0.002
N -1.65 -5.40 -0.90 0.148
N -3.41 -3.96 -1.22 0.158
H -2.24 -6.06 -0.44 0.094
H -0.68 -5.62 -1.02 0.094
H -3.76 -3.08 -1.57 0.066
H -4.04 -4.59 -0.75 0.098
C 0.71 -2.72 2.02 -0.681
O 0.45 -1.52 1.99 0.007
N 0.76 -3.48 0.89 0.177
N 0.99 -3.37 3.18 0.153
H 0.98 -4.46 0.90 0.096
H 0.55 -3.04 0.02 0.090
H 0.98 -2.82 4.02 0.102
H 1.23 -4.34 3.24 0.101
C 4.92 1.09 -1.41 -0.652
O 3.93 1.71 -1.79 -0.015
N 6.17 1.62 -1.46 0.156
N 4.84 -0.17 -0.89 0.167
H 6.99 1.14 -1.15 0.096
H 6.27 2.55 -1.83 0.104
H 3.93 -0.58 -0.83 0.098
H 5.63 -0.69 -0.56 0.085
C 4.97 -1.52 2.92 -0.670
O 5.03 -1.71 1.71 0.011
N 6.08 -1.31 3.69 0.152
N 3.78 -1.52 3.60 0.160
H 6.05 -1.16 4.68 0.094
H 6.97 -1.31 3.22 0.103
H 2.95 -1.67 3.06 0.066
H 3.70 -1.37 4.59 0.095

=====

Record 2
55
Properties=species:S:1:pos:R:3:lowdin_charge:R:1 method="wB97M-V/def2-TZVPD" energy_ha=-1569.61218 total_charge=+1 lumo_ev=-3.2 e_homo_ev=-11.80 spin_multiplicity=1
N 0.40 1.53 -0.24 0.286
C 0.50 1.25 -1.50 -0.408
N -0.31 0.35 -2.15 0.072
C 0.39 0.04 -3.44 -0.636
I -0.50 1.41 -4.86 0.927
C 1.79 0.48 -3.10 -0.326
C 2.88 0.52 -4.17 -0.124
O 3.86 -0.50 -3.90 -0.097
N 3.18 -1.76 -4.00 -0.006
O 3.41 -2.41 -3.07 0.094
N 1.39 1.73 -2.39 0.110
H 0.66 2.46 0.06 0.111
H 0.10 0.87 0.47 0.125
H -0.31 -0.52 -1.60 0.129
H 0.25 -0.95 -3.82 0.069
H 2.07 -0.17 -2.28 0.146
H 3.43 1.44 -4.09 0.133
H 2.49 0.39 -5.16 0.106
H 2.13 2.29 -2.01 0.167
C -0.72 -3.03 -0.24 -0.372
O -1.72 -2.40 0.02 0.020
N -0.37 -3.43 -1.47 -0.189
C 0.87 -4.15 -1.71 -0.033
C -1.24 -3.10 -2.59 -0.027
H 0.02 -3.32 0.53 0.120
H 1.49 -3.50 -2.32 0.055
H 0.69 -5.10 -2.21 0.100
H 1.39 -4.33 -0.77 0.093
H -1.37 -2.02 -2.67 0.063
H -2.23 -3.54 -2.45 0.103
H -0.81 -3.48 -3.51 0.096
C -0.81 5.27 1.07 -0.340
O 0.03 4.58 0.51 -0.024
N -1.93 4.82 1.62 -0.187
C -2.88 5.71 2.27 -0.040
C -2.20 3.39 1.59 -0.035
H -0.70 6.36 1.14 0.140
H -3.00 5.43 3.32 0.095
H -3.85 5.63 1.77 0.095
H -2.53 6.73 2.21 0.087
H -1.41 2.84 2.09 0.087
H -2.26 3.04 0.56 0.088
H -3.15 3.19 2.08 0.091
C 0.82 -0.87 3.61 -0.343
O 0.69 -0.49 2.44 -0.035
N 0.15 -1.88 4.16 -0.185
C 0.38 -2.31 5.53 -0.041
C -0.83 -2.58 3.34 -0.022
H 1.55 -0.41 4.29 0.137
H 0.71 -3.35 5.54 0.094
H -0.54 -2.22 6.11 0.094
H 1.15 -1.69 5.99 0.086
H -0.32 -2.96 2.46 0.058
H -1.60 -1.88 3.01 0.098
H -1.29 -3.39 3.89 0.096

=====

Record 3
53
Properties=species:S:1:pos:R:3:lowdin_spin:R:1 method="wB97M-V/def2-TZVPD" energy_ha=-5971.27291 lumo_ev="0.3 / 0.3" e_homo_ev="-7.42 / -7.44" s2=0.76 relative_energy_kcal_mol=19.8 spin_multiplicity=2
Ru -0.10 0.14 -0.07 0.010
C -2.65 -0.90 2.28 -0.001
Se -1.36 0.53 2.04 -0.001
C 0.52 -0.99 4.64 0.000
C 0.62 -2.31 4.75 0.000
Se 0.54 -1.89 1.07 0.000
C -0.81 -3.22 0.63 0.002
H -3.22 -0.63 3.17 0.000
H -2.15 -1.84 2.49 0.000
H -3.33 -1.00 1.43 0.000
H -0.24 -0.44 5.18 0.000
H 1.18 -0.41 4.01 0.000
H -0.05 -2.88 5.38 0.000
H 1.38 -2.87 4.21 0.000
H -1.24 -3.59 1.56 0.000
H -0.30 -4.03 0.11 0.000
H -1.57 -2.76 0.00 0.000
C 0.91 1.64 -4.50 0.000
O 0.04 2.38 -3.62 0.000
C -0.14 1.86 -2.43 0.000
O 0.39 0.82 -2.05 0.001
N -0.95 2.58 -1.63 0.001
N -1.27 1.94 -0.42 -0.003
H 0.91 2.18 -5.43 0.000
H 0.52 0.63 -4.63 0.000
H 1.91 1.59 -4.08 0.000
H -1.56 3.28 -2.02 0.000
H -2.18 1.45 -0.49 -0.002
H -1.22 2.59 0.36 0.000
C 3.07 2.87 0.41 0.000
O 2.02 2.05 -0.11 0.000
C 1.43 1.18 0.81 -0.002
O 1.84 1.18 1.95 -0.001
H 3.40 3.48 -0.42 0.000
H 3.89 2.26 0.79 0.000
H 2.71 3.49 1.23 0.000
O -1.75 -0.82 -1.10 0.461
O -2.81 -0.06 -1.23 0.537
C 2.86 -3.04 -1.30 0.000
C 2.58 -1.55 -1.02 0.000
C 3.52 -1.08 0.08 0.000
C 2.87 -0.75 -2.29 0.000
C 1.09 -1.46 -0.67 -0.001
H 3.90 -3.16 -1.63 0.000
H 2.21 -3.42 -2.09 0.000
H 2.72 -3.64 -0.40 0.000
H 4.55 -1.32 -0.20 0.000
H 3.32 -1.57 1.04 0.000
H 3.47 0.00 0.23 0.000
H 3.91 -0.90 -2.59 0.000
H 2.70 0.31 -2.12 0.000
H 2.22 -1.07 -3.12 0.000
H 0.48 -2.01 -1.39 0.000

=====

Record 4
48
Properties=species:S:1:pos:R:3:lowdin_spin:R:1 method="wB97M-V/def2-TZVPD" energy_ha=-1395.37491 lumo_ev="0.1 / 0.0" e_homo_ev="-4.45 / -7.12" s2=2.03 relative_energy_kcal_mol=1.8 spin_multiplicity=3
W -0.10 0.02 0.75 1.364
Si 2.31 0.17 0.19 0.023
P -0.66 0.49 -1.64 0.094
N -0.11 -1.73 0.43 0.063
H -0.32 3.07 2.83 0.005
C -2.43 0.80 -2.10 0.032
H -2.56 0.95 -3.19 0.004
H -2.79 1.70 -1.57 0.000
H -3.04 -0.05 -1.77 0.002
C 0.18 1.95 -2.40 0.005
H -0.15 2.12 -3.44 0.000
H 1.27 1.78 -2.39 0.000
H -0.03 2.85 -1.80 0.000
C -0.20 -0.89 -2.76 0.004
H -0.35 -0.63 -3.82 0.000
H -0.82 -1.77 -2.51 0.000
H 0.85 -1.15 -2.58 0.000
C 3.00 1.96 0.36 -0.002
H 2.75 2.38 1.35 0.000
H 2.55 2.63 -0.40 0.000
H 4.10 1.98 0.24 -0.001
H 3.25 -0.68 1.03 0.002
H 2.70 -0.25 -1.22 0.004
C -0.10 -3.09 0.24 0.017
C -1.20 -5.27 0.32 -0.002
C -1.24 -3.88 0.52 0.056
C 1.08 -3.73 -0.23 0.054
C 1.10 -5.11 -0.43 -0.002
C -0.04 -5.89 -0.15 0.072
H -2.09 -5.87 0.53 -0.002
H -2.14 -3.39 0.88 0.004
H 1.96 -3.11 -0.44 0.003
H 2.02 -5.59 -0.79 -0.002
H -0.01 -6.97 -0.30 0.005
C -0.86 3.05 1.86 0.009
O -0.59 1.82 1.23 0.108
C -2.36 3.17 2.14 0.001
H -2.70 4.20 1.95 0.000
H -2.59 2.91 3.19 0.000
H -2.93 2.49 1.48 0.000
C -0.34 4.20 0.98 0.002
H -1.12 4.55 0.29 0.000
H 0.54 3.86 0.40 0.000
H -0.01 5.04 1.61 0.000
N 0.96 -0.23 2.53 0.051
H 1.52 -1.11 2.53 0.010
H 0.24 -0.34 3.28 0.016
H 1.53 0.61 2.78 0.002

=====

Record 5
51
Properties=species:S:1:pos:R:3:lowdin_charge:R:1 method="wB97M-V/def2-TZVPD" energy_ha=-1815.24498 lumo_ev=0.5 e_homo_ev=-9.15 smiles="O=S1(=O)CCCC1.O=S1(=O)CCCC1.CCOCOCCN" relative_energy_kcal_mol=0.0 spin_multiplicity=1
C 0.08 -0.31 -4.11 -0.062
C 1.10 0.56 -4.80 -0.261
O 2.24 -0.24 -5.14 -0.110
C 3.17 0.34 -6.01 -0.259
O 4.37 0.70 -5.37 -0.112
C 4.24 1.71 -4.38 -0.207
C 3.82 3.07 -4.93 -0.270
N 4.65 3.52 -6.04 0.006
H -0.94 -0.04 -4.39 0.075
H 0.24 -1.35 -4.40 0.081
H 0.13 -0.25 -3.02 0.056
H 1.42 1.39 -4.16 0.105
H 0.69 1.00 -5.72 0.118
H 3.46 -0.41 -6.74 0.138
H 2.72 1.21 -6.50 0.124
H 3.53 1.39 -3.61 0.113
H 5.23 1.77 -3.92 0.125
H 2.77 3.08 -5.20 0.096
H 3.92 3.77 -4.08 0.107
H 4.12 3.61 -6.90 0.060
H 5.39 2.85 -6.23 0.065
C -1.52 -2.03 1.52 -0.222
C -2.27 -2.88 0.50 -0.209
C -3.26 -1.96 -0.22 -0.217
S -2.49 -0.32 -0.22 0.663
O -3.32 0.58 0.54 -0.321
O -2.08 0.04 -1.55 -0.335
C -1.07 -0.78 0.77 -0.222
H -0.66 -2.55 1.95 0.117
H -2.17 -1.76 2.35 0.088
H -1.57 -3.30 -0.23 0.116
H -2.79 -3.71 0.97 0.114
H -3.45 -2.22 -1.25 0.100
H -4.20 -1.85 0.32 0.104
H -0.82 0.08 1.40 0.104
H -0.26 -0.98 0.08 0.104
C -1.81 1.00 6.93 -0.219
C -1.70 -0.20 7.89 -0.213
C -2.03 -1.46 7.09 -0.216
S -1.55 -1.10 5.39 0.660
O -2.73 -1.09 4.57 -0.324
O -0.42 -1.92 5.00 -0.325
C -1.04 0.59 5.68 -0.228
H -1.40 1.91 7.37 0.116
H -2.85 1.18 6.67 0.121
H -0.68 -0.26 8.28 0.117
H -2.37 -0.09 8.74 0.114
H -1.50 -2.35 7.41 0.103
H -3.10 -1.66 7.06 0.104
H -1.28 1.16 4.78 0.108
H 0.04 0.58 5.84 0.109

=====

Record 6
53
Properties=species:S:1:pos:R:3:lowdin_charge:R:1 method="wB97M-V/def2-TZVPD" energy_ha=-1929.36046 lumo_ev=0.4 e_homo_ev=-9.10 spin_multiplicity=1
C -0.46 -0.33 1.89 -0.246
P 1.00 -1.31 1.48 0.848
O 0.63 -1.75 -0.06 -0.328
O 2.12 -0.10 1.08 -0.590
S 2.11 0.88 -0.21 0.885
O 3.44 1.42 -0.23 -0.384
O 1.16 2.05 0.55 -0.362
O 0.34 2.61 -0.49 -0.071
H -0.24 0.33 2.73 0.028
H -1.22 -1.04 2.21 0.026
H -0.83 0.26 1.05 0.035
H 0.50 -2.70 -0.16 0.048
H -0.41 1.99 -0.51 0.081
C -4.31 -1.96 5.01 -0.025
C -2.95 -1.30 4.96 -0.496
O -2.03 -1.78 4.34 0.053
C -2.81 0.00 5.71 -0.015
H -4.29 -2.88 4.43 0.080
H -4.58 -2.18 6.04 0.084
H -5.07 -1.29 4.61 0.084
H -3.03 -0.16 6.77 0.086
H -3.53 0.73 5.34 0.088
H -1.80 0.40 5.59 0.064
C -2.20 -1.57 -3.69 -0.017
C -0.97 -2.06 -2.96 -0.494
O -1.03 -2.90 -2.10 0.054
C 0.33 -1.42 -3.37 -0.023
H -3.08 -2.09 -3.32 0.080
H -2.32 -0.50 -3.55 0.086
H -2.08 -1.73 -4.76 0.083
H 0.27 -0.34 -3.23 0.086
H 0.50 -1.59 -4.44 0.069
H 1.15 -1.83 -2.78 0.075
C 1.67 -0.74 -7.79 -0.023
C 0.92 0.25 -6.92 -0.503
O -0.12 -0.05 -6.37 0.051
C 1.54 1.61 -6.76 -0.020
H 1.13 -1.68 -7.83 0.082
H 1.78 -0.33 -8.80 0.085
H 2.67 -0.89 -7.39 0.086
H 1.65 2.09 -7.74 0.086
H 2.54 1.52 -6.34 0.087
H 0.92 2.23 -6.12 0.082
C 1.99 3.17 3.85 -0.016
C 1.48 1.92 4.51 -0.501
O 0.30 1.72 4.67 0.045
C 2.52 0.91 4.93 -0.016
H 1.15 3.80 3.57 0.085
H 2.65 3.72 4.53 0.086
H 2.57 2.92 2.95 0.081
H 3.22 1.36 5.64 0.085
H 3.10 0.60 4.06 0.083
H 2.04 0.05 5.39 0.084

=====

Number 1: molar mass 547.403 g/mol. Number 2: molar mass 490.323 g/mol. Number 3: molar mass 568.373 g/mol. Number 4: molar mass 472.288 g/mol. Number 5: molar mass 359.510 g/mol. Number 6: molar mass 392.407 g/mol.